(1)
Entry from the OMol25 dataset: C45H50N9PtS4SeSi as an isolated structure (wB97M-V/def2-TZVPD).

Values from the calculation:
total charge = +3
HOMO energy = -14.99 eV
Kohn-Sham gap = 7.29 eV
energy = -180672.6634 eV

XYZ file:
```
111
C45H50N9PtS4SeSi wB97M-V/def2-TZVPD
Pt -2.172 0.027 -0.096
N -0.951 0.610 1.371
S 0.378 0.478 1.995
N 1.729 0.842 1.151
S 2.591 -0.163 0.345
N 1.902 -1.154 -0.636
S 0.708 -0.738 -1.678
N -0.678 -0.874 -1.165
C 1.245 0.755 -2.491
C 0.975 1.976 -1.893
C 1.406 3.139 -2.511
C 2.131 3.074 -3.690
C 2.428 1.843 -4.263
C 1.983 0.673 -3.671
C 0.955 -1.994 -2.898
C 0.008 -2.035 -3.917
C 0.153 -2.972 -4.925
C 1.225 -3.858 -4.902
C 2.159 -3.806 -3.878
C 2.036 -2.862 -2.867
C 3.577 -1.211 1.371
C 4.406 -0.555 2.276
C 5.261 -1.311 3.055
C 5.281 -2.696 2.921
C 4.444 -3.331 2.016
C 3.578 -2.588 1.223
C 3.804 0.847 -0.454
C 4.689 0.171 -1.288
C 5.716 0.884 -1.878
C 5.851 2.246 -1.624
C 4.960 2.900 -0.787
C 3.921 2.200 -0.188
C 0.763 -1.080 2.777
C 0.383 -2.234 2.105
C 0.705 -3.468 2.650
C 1.403 -3.536 3.848
C 1.799 -2.374 4.498
C 1.483 -1.133 3.965
C 0.467 1.675 3.292
C -0.502 1.578 4.285
C -0.510 2.516 5.302
C 0.430 3.541 5.310
C 1.381 3.631 4.305
C 1.410 2.690 3.285
H 0.448 2.027 -0.955
H 1.177 4.096 -2.060
H 2.469 3.984 -4.168
H 2.994 1.792 -5.183
H 2.203 -0.280 -4.130
H -0.812 -1.327 -3.922
H -0.560 -3.010 -5.737
H 1.334 -4.590 -5.692
H 2.992 -4.496 -3.868
H 2.764 -2.801 -2.073
H 4.393 0.526 2.360
H 5.921 -0.822 3.759
H 5.960 -3.282 3.526
H 4.469 -4.407 1.916
H 2.923 -3.065 0.508
H 4.586 -0.893 -1.463
H 6.419 0.379 -2.526
H 6.662 2.798 -2.080
H 5.073 3.958 -0.592
H 3.217 2.694 0.465
H -0.135 -2.157 1.158
H 0.414 -4.377 2.141
H 1.645 -4.500 4.276
H 2.349 -2.432 5.427
H 1.791 -0.229 4.472
H -1.234 0.780 4.263
H -1.247 2.449 6.090
H 0.418 4.273 6.106
H 2.107 4.432 4.316
H 2.153 2.745 2.504
N -5.533 -0.944 0.596
C -5.292 0.166 1.285
N -6.294 0.761 1.923
S -3.746 0.904 1.432
H -6.455 -1.351 0.557
H -4.763 -1.463 0.209
H -7.213 0.352 1.983
H -6.131 1.616 2.432
N -1.982 -3.097 -0.051
C -2.178 -4.268 0.579
C -2.738 -3.981 1.806
C -2.847 -2.588 1.833
N -2.401 -2.068 0.694
H -1.556 -2.898 -0.948
H -1.903 -5.204 0.121
H -3.016 -4.680 2.576
H -3.206 -1.942 2.618
C -4.724 -1.127 -3.768
C -3.973 -0.762 -2.580
N -3.397 -0.474 -1.636
H -4.792 -0.264 -4.429
H -5.728 -1.442 -3.484
H -4.220 -1.945 -4.280
C -5.564 2.184 -1.978
Si -4.281 3.363 -1.310
C -3.674 4.584 -2.580
C -4.852 4.193 0.249
Se -2.197 2.295 -1.149
H -6.519 2.693 -2.132
H -5.739 1.363 -1.278
H -5.245 1.775 -2.939
H -4.533 5.141 -2.969
H -3.191 4.098 -3.428
H -2.985 5.307 -2.145
H -5.707 4.839 0.032
H -4.061 4.810 0.677
H -5.169 3.462 0.997
```

=====

(2)
Entry from the OMol25 dataset: a 7-piece molecular cluster, C45H51N10O15P2S overall (wB97M-V/def2-TZVPD).

Values from the calculation:
total charge = +1
HOMO energy = -11.36 eV
Kohn-Sham gap = 7.78 eV
energy = -122494.1225 eV

XYZ file:
```
124
C45H51N10O15P2S wB97M-V/def2-TZVPD
C 2.091 1.745 3.546
C 1.443 0.689 2.946
N 1.174 0.562 1.543
C -0.200 0.367 1.382
N -0.754 -0.821 1.531
P 0.116 -2.335 1.847
S 1.504 -2.795 0.624
N -1.041 1.401 1.079
C -0.544 2.715 1.561
P -1.678 4.133 1.233
N -1.606 4.673 -0.205
O -1.179 5.271 2.267
O -3.161 3.739 1.694
C 0.806 2.995 0.921
C 1.583 1.695 0.661
C 3.097 1.969 0.534
C 4.025 0.819 0.867
C 5.415 1.169 0.321
O 3.587 -0.375 0.252
H 1.590 2.705 3.596
H 3.095 1.636 3.932
H 1.069 -0.139 3.548
H -1.762 -0.886 1.441
H 0.479 -2.306 3.199
H -0.941 -3.254 1.757
H -1.908 1.217 1.574
H -0.403 2.639 2.648
H -1.270 5.628 -0.123
H -0.539 4.915 2.897
H -3.122 3.093 2.414
H 0.657 3.459 -0.054
H 1.395 3.684 1.520
H 1.263 1.388 -0.334
H 3.264 2.305 -0.489
H 3.325 2.815 1.182
H 4.142 0.735 1.952
H 5.742 2.135 0.704
H 5.285 1.310 -0.753
H 6.129 0.376 0.520
H 4.373 -0.863 -0.014
C -4.126 -6.879 4.789
C -4.557 -5.575 4.577
C -3.648 -4.531 4.595
C -2.312 -4.813 4.826
C -1.863 -6.103 5.048
C -2.782 -7.139 5.027
N -1.340 -3.720 4.824
O -1.743 -2.580 4.636
O -0.169 -3.989 4.994
H -4.835 -7.692 4.767
H -5.602 -5.376 4.394
H -3.980 -3.517 4.430
H -0.818 -6.303 5.231
H -2.448 -8.153 5.194
C -3.838 0.453 -1.405
C -5.220 0.424 -1.533
C -5.856 -0.767 -1.846
C -5.093 -1.908 -2.017
C -3.716 -1.894 -1.900
C -3.086 -0.698 -1.594
N -5.769 -3.182 -2.322
O -6.974 -3.162 -2.436
O -5.073 -4.169 -2.432
H -3.342 1.385 -1.159
H -5.800 1.324 -1.388
H -6.930 -0.804 -1.949
H -3.142 -2.798 -2.044
H -2.008 -0.658 -1.494
C 10.311 -0.655 -4.127
C 9.074 -0.447 -4.725
C 7.911 -0.669 -4.008
C 8.008 -1.095 -2.696
C 9.230 -1.315 -2.085
C 10.388 -1.092 -2.811
N 6.780 -1.309 -1.925
O 5.715 -1.127 -2.479
O 6.888 -1.651 -0.761
H 11.217 -0.475 -4.689
H 9.019 -0.108 -5.750
H 6.947 -0.509 -4.468
H 9.284 -1.652 -1.061
H 11.351 -1.256 -2.350
C -3.624 7.579 -0.842
C -3.099 8.861 -0.928
C -3.197 9.573 -2.113
C -3.826 8.985 -3.193
C -4.351 7.708 -3.127
C -4.247 7.003 -1.940
N -3.952 9.745 -4.448
O -3.464 10.854 -4.484
O -4.536 9.214 -5.369
H -3.553 7.026 0.086
H -2.613 9.309 -0.072
H -2.790 10.570 -2.189
H -4.836 7.267 -3.985
H -4.654 6.004 -1.869
C 5.748 -1.014 -9.718
C 5.388 0.322 -9.841
C 6.349 1.314 -9.727
C 7.661 0.948 -9.495
C 8.037 -0.375 -9.364
C 7.070 -1.362 -9.475
N 8.690 1.996 -9.393
O 8.330 3.149 -9.491
O 9.837 1.641 -9.214
H 4.996 -1.786 -9.813
H 4.358 0.591 -10.030
H 6.075 2.354 -9.822
H 9.066 -0.644 -9.180
H 7.350 -2.401 -9.377
C -8.349 -4.149 9.270
C -8.138 -5.393 9.849
C -7.720 -6.460 9.071
C -7.517 -6.259 7.719
C -7.728 -5.030 7.122
C -8.148 -3.969 7.908
N -7.053 -7.385 6.896
O -6.896 -8.455 7.440
O -6.845 -7.181 5.713
H -8.672 -3.317 9.882
H -8.297 -5.532 10.909
H -7.555 -7.429 9.516
H -7.570 -4.895 6.063
H -8.318 -3.001 7.457
```

=====

(3)
Entry from the OMol25 dataset: C45H53CrO4P2SSi3Te as an isolated structure (wB97M-V/def2-TZVPD).

Values from the calculation:
total charge = 0
HOMO energy (alpha / beta) = -7.30 / -6.47 eV
Kohn-Sham gap (alpha / beta) = 7.38 / 6.79 eV
energy = -144479.1311 eV
2S+1 = 4

XYZ file:
```
110
C45H53CrO4P2SSi3Te wB97M-V/def2-TZVPD
Cr -0.383 0.013 0.248
C 0.038 3.393 2.635
Si 0.725 2.017 1.539
C 1.671 1.015 2.937
C 2.408 1.712 3.907
C 2.982 1.077 4.994
C 2.809 -0.294 5.175
C 2.108 -1.013 4.229
C 1.569 -0.363 3.114
P 0.900 -1.362 1.753
C 2.375 -2.240 1.132
C 3.662 -1.898 1.539
C 4.758 -2.606 1.060
C 4.581 -3.647 0.161
C 3.303 -3.969 -0.277
C 2.208 -3.268 0.204
C -0.082 -2.662 2.574
C -1.343 -2.262 3.021
C -2.181 -3.164 3.656
C -1.766 -4.476 3.854
C -0.508 -4.873 3.429
C 0.334 -3.970 2.793
C 2.070 2.705 0.380
C 2.665 3.930 0.687
C 3.604 4.525 -0.144
C 3.964 3.905 -1.328
C 3.398 2.683 -1.657
C 2.460 2.082 -0.819
P 1.848 0.396 -1.196
C 0.349 0.567 -2.243
C -0.136 1.768 -2.759
C -1.227 1.762 -3.610
C -1.846 0.564 -3.947
C -1.379 -0.634 -3.431
C -0.283 -0.633 -2.579
C 3.003 -0.238 -2.465
C 4.115 -0.947 -2.018
C 5.047 -1.443 -2.919
C 4.869 -1.239 -4.279
C 3.758 -0.540 -4.733
C 2.826 -0.045 -3.833
H 0.295 4.373 2.227
H -1.052 3.356 2.650
H 0.374 3.340 3.670
H 2.531 2.786 3.816
H 3.549 1.651 5.717
H 3.226 -0.791 6.041
H 1.984 -2.084 4.348
H 3.814 -1.089 2.241
H 5.752 -2.337 1.393
H 5.436 -4.201 -0.203
H 3.156 -4.769 -0.991
H 1.215 -3.534 -0.141
H -1.675 -1.238 2.877
H -3.159 -2.841 3.991
H -2.421 -5.184 4.346
H -0.175 -5.891 3.591
H 1.313 -4.296 2.464
H 2.391 4.440 1.603
H 4.048 5.472 0.136
H 4.688 4.360 -1.993
H 3.704 2.195 -2.573
H 0.334 2.700 -2.472
H -1.607 2.697 -4.002
H -2.705 0.570 -4.606
H -1.866 -1.567 -3.682
H 0.100 -1.577 -2.195
H 4.252 -1.114 -0.957
H 5.904 -1.995 -2.555
H 5.589 -1.628 -4.986
H 3.612 -0.381 -5.794
H 1.959 0.489 -4.202
O -3.123 2.750 0.822
S -2.080 1.840 0.506
O -1.692 0.875 1.621
O -0.719 2.494 0.217
O -2.276 0.946 -0.661
C -6.967 -1.536 0.124
Si -6.112 -0.671 -1.302
C -6.061 1.173 -0.996
C -7.057 -1.059 -2.880
C -4.339 -1.255 -1.561
Te -3.243 -1.725 0.206
C -3.916 -3.761 0.259
Si -2.879 -4.991 -0.710
C -3.141 -4.749 -2.552
C -3.413 -6.725 -0.231
C -1.055 -4.792 -0.325
H -7.942 -1.072 0.290
H -6.397 -1.456 1.052
H -7.138 -2.596 -0.077
H -7.010 1.535 -0.593
H -5.861 1.717 -1.922
H -5.277 1.441 -0.285
H -8.107 -0.770 -2.796
H -7.023 -2.129 -3.100
H -6.635 -0.529 -3.737
H -3.772 -0.445 -2.019
H -4.280 -2.122 -2.220
H -4.948 -3.737 -0.098
H -3.953 -4.056 1.311
H -4.188 -4.893 -2.829
H -2.546 -5.475 -3.112
H -2.838 -3.754 -2.885
H -4.473 -6.885 -0.446
H -3.260 -6.897 0.837
H -2.845 -7.483 -0.775
H -0.788 -3.734 -0.269
H -0.447 -5.258 -1.106
H -0.797 -5.255 0.631
```

=====

(4)
Entry from the OMol25 dataset: C45H54BCl5GeHfN4O5SSi as an isolated structure (wB97M-V/def2-TZVPD).

Values from the calculation:
total charge = 0
HOMO energy = -8.87 eV
Kohn-Sham gap = 9.12 eV
energy = -203574.6286 eV

XYZ file:
```
118
C45H54BCl5GeHfN4O5SSi wB97M-V/def2-TZVPD
Hf -0.849 0.150 -0.354
B -2.578 1.376 2.245
N -2.275 -0.104 2.559
C -2.706 -0.858 3.569
C -2.262 -2.156 3.372
C -1.547 -2.096 2.183
N -1.563 -0.846 1.697
N -1.232 2.108 2.076
C -0.772 3.184 2.713
C 0.346 3.655 2.045
C 0.497 2.782 0.975
N -0.456 1.846 1.015
H -3.188 1.856 3.140
H -3.130 1.418 1.181
H -3.302 -0.444 4.356
H -2.439 -3.011 3.991
H -1.029 -2.893 1.684
H -1.255 3.560 3.591
H 0.958 4.498 2.298
H 1.248 2.782 0.209
C 2.610 0.966 3.532
C 2.233 -0.379 2.915
C 1.051 -0.969 3.686
C 3.415 -1.343 2.978
O 1.835 -0.196 1.545
Si 2.843 0.293 0.334
S 1.477 0.258 -1.266
O 3.346 1.779 0.749
C 4.504 2.570 0.512
C 4.243 3.926 1.175
C 5.729 1.902 1.140
C 4.702 2.761 -0.989
O 4.198 -0.564 0.098
C 4.669 -1.610 -0.745
C 3.572 -2.627 -1.027
C 5.147 -1.003 -2.065
C 5.824 -2.280 0.002
H 2.810 0.840 4.593
H 1.793 1.670 3.396
H 3.491 1.368 3.044
H 1.358 -1.177 4.707
H 0.722 -1.895 3.224
H 0.223 -0.265 3.709
H 3.705 -1.523 4.010
H 4.261 -0.927 2.440
H 3.134 -2.284 2.513
H 3.997 3.796 2.225
H 3.411 4.424 0.686
H 5.125 4.554 1.096
H 5.613 1.824 2.219
H 6.621 2.483 0.924
H 5.842 0.902 0.735
H 3.811 3.210 -1.421
H 4.863 1.800 -1.466
H 5.554 3.407 -1.178
H 2.791 -2.159 -1.617
H 3.144 -2.982 -0.094
H 3.977 -3.473 -1.575
H 4.325 -0.461 -2.526
H 5.470 -1.792 -2.737
H 5.975 -0.319 -1.901
H 5.462 -2.720 0.926
H 6.598 -1.557 0.248
H 6.252 -3.059 -0.621
Cl -3.738 -0.044 -1.104
C -3.119 -1.646 -1.345
C -1.802 -1.794 -0.918
C -1.222 -3.032 -1.160
Cl 0.408 -3.174 -0.631
C -1.886 -4.076 -1.794
Cl -1.088 -5.559 -2.110
C -3.214 -3.886 -2.180
Cl -4.061 -5.154 -2.955
C -3.849 -2.662 -1.947
Cl -5.482 -2.428 -2.406
O -1.049 0.062 -2.665
C -0.996 1.310 -2.612
O -1.349 1.887 -1.537
C -0.454 2.100 -3.769
C -0.676 3.588 -3.604
Ge -2.607 4.120 -3.657
C -3.318 3.597 -5.442
C -3.682 4.560 -6.376
C -4.169 4.200 -7.620
C -4.299 2.863 -7.954
C -3.947 1.891 -7.032
C -3.464 2.257 -5.788
C -3.838 3.461 -2.257
C -3.614 3.778 -0.924
C -4.520 3.404 0.052
C -5.649 2.678 -0.293
C -5.876 2.346 -1.617
C -4.982 2.750 -2.594
C -2.579 6.107 -3.546
C -3.352 6.796 -2.620
C -3.290 8.176 -2.525
C -2.456 8.893 -3.366
C -1.691 8.222 -4.306
C -1.752 6.842 -4.389
H -0.891 1.717 -4.693
H 0.614 1.860 -3.792
H -0.175 4.120 -4.414
H -0.233 3.928 -2.668
H -3.587 5.606 -6.118
H -4.454 4.964 -8.331
H -4.677 2.578 -8.926
H -4.054 0.844 -7.282
H -3.204 1.488 -5.070
H -2.717 4.319 -0.650
H -4.344 3.672 1.083
H -6.344 2.365 0.472
H -6.749 1.771 -1.890
H -5.173 2.507 -3.631
H -4.010 6.240 -1.965
H -3.893 8.694 -1.792
H -2.403 9.970 -3.291
H -1.045 8.777 -4.972
H -1.151 6.325 -5.126
```